[1]
{"formula": "CH5ClS", "method": "ωB97M-V/def2-TZVPD", "de_lowest_kj_mol": 5.5, "lumo_energy_ev": 0.65, "total_energy_ha": -899.4638, "orbital_gap_ev": 9.87, "smiles": "CS.Cl", "spin_multiplicity": 1, "elements": ["C", "S", "H", "H", "H", "H", "Cl", "H"], "xyz": [[-0.11523, -0.51078, 0.39029], [0.33299, -2.26768, 0.40761], [-1.12163, -0.34707, 0.78000], [0.60340, 0.09478, 0.94824], [-0.09464, -0.19428, -0.65497], [0.25085, -2.44824, 1.73426], [-0.09824, 3.45405, -1.77024], [0.24250, 2.21923, -1.83519]], "forces_ev_per_a": [[0.0, 0.2, 0.1], [0.0, 0.0, 0.0], [0.1, 0.0, -0.1], [-0.1, -0.1, -0.1], [0.0, -0.1, 0.1], [0.0, 0.0, -0.1], [0.0, -0.1, 0.0], [0.0, 0.1, 0.0]]}

=====

[2]
{"formula": "CH5FN2", "method": "ωB97M-V/def2-TZVPD", "de_lowest_kj_mol": 503.8, "lumo_energy_ev": [0.44, 0.44], "total_energy_ha": -250.2704, "orbital_gap_ev": [8.91, 8.91], "spin_multiplicity": 1, "elements": ["C", "N", "N", "F", "H", "H", "H", "H", "H"], "xyz": [[0.76048, 0.28565, -0.20368], [-0.92492, -0.52063, 0.81803], [-1.99431, -0.08513, 0.25666], [-2.45030, -0.48472, -1.13989], [1.56235, -0.52115, -0.07030], [0.25346, 0.23850, -1.22535], [0.87097, 1.09464, 0.32903], [-0.75027, -1.47767, 0.68713], [-1.92255, 0.92181, 0.20186]], "forces_ev_per_a": [[-2.7, -7.7, -2.4], [3.9, 2.3, -2.3], [-2.4, 0.4, 1.2], [1.4, 0.2, 0.3], [-1.2, 1.4, -0.2], [1.0, 0.6, 1.6], [0.5, 4.4, 2.4], [-0.1, -1.7, 0.0], [-0.4, 0.1, -0.5]]}

=====

[3]
{"formula": "CH5FN2", "method": "ωB97M-V/def2-TZVPD", "de_lowest_kj_mol": 352.2, "lumo_energy_ev": [-0.83, -0.91], "total_energy_ha": -250.3281, "orbital_gap_ev": [9.52, 9.24], "spin_multiplicity": 1, "elements": ["C", "N", "N", "F", "H", "H", "H", "H", "H"], "xyz": [[0.22786, -0.04726, 0.47824], [-0.23355, -1.31536, 0.19521], [-0.48437, 1.16819, 0.05615], [1.54097, 0.22042, 0.05827], [0.35358, -0.05407, 1.56762], [-0.71314, -0.71618, -1.50382], [0.52796, -1.99282, 0.07989], [0.07396, 1.75929, -0.47275], [-1.29327, 0.97778, -0.45880]], "forces_ev_per_a": [[1.1, 2.3, 0.8], [-2.0, 1.0, -3.9], [-0.3, -2.4, 2.1], [0.6, -0.5, -0.4], [-0.2, 0.2, 0.3], [1.0, -1.5, 2.8], [-0.1, 0.5, -0.2], [1.6, 1.0, -0.9], [-1.6, -0.6, -0.7]]}

=====

[4]
{"formula": "CH5FN2", "method": "ωB97M-V/def2-TZVPD", "de_lowest_kj_mol": 454.1, "lumo_energy_ev": 0.38, "total_energy_ha": -250.2893, "orbital_gap_ev": 9.86, "spin_multiplicity": 1, "elements": ["C", "N", "N", "F", "H", "H", "H", "H", "H"], "xyz": [[0.76953, 0.56298, -0.73575], [0.21179, 0.26969, 0.56489], [-1.29620, -0.95327, 0.46092], [-2.35155, -0.14962, 0.76394], [1.51080, 1.34084, -0.73740], [1.29481, -0.30332, -1.35634], [0.04021, 0.95349, -1.42429], [0.88938, -0.23996, 1.08629], [-1.06878, -1.48082, 1.37773]], "forces_ev_per_a": [[0.4, -2.4, -2.2], [-2.9, -0.7, -0.5], [4.0, 0.7, 0.6], [0.0, 0.3, 0.4], [0.5, 0.5, 0.9], [-1.0, 1.2, 1.5], [-0.7, 0.1, 0.0], [0.4, -0.9, 0.6], [-0.6, 1.3, -1.3]]}

=====

[5]
{"formula": "CH5FN2P", "method": "ωB97M-V/def2-TZVPD", "de_lowest_kj_mol": 370.3, "lumo_energy_ev": [-4.95, -7.31], "total_energy_ha": -591.4528, "orbital_gap_ev": [9.66, 4.98], "spin_multiplicity": 1, "total_charge": 1, "elements": ["C", "N", "N", "F", "P", "H", "H", "H", "H", "H"], "xyz": [[0.34140, 0.35481, -0.81201], [0.08543, 1.55063, -1.34702], [0.86372, -0.69481, -1.35635], [-0.19281, -0.52117, 3.76629], [-0.88111, -1.52172, 2.62472], [0.32356, 1.77017, -2.29061], [-0.45189, 2.11933, -0.71814], [1.09359, -0.74343, -2.28186], [0.91916, -1.43791, -0.65699], [-2.10105, -0.87590, 3.07197]], "forces_ev_per_a": [[-0.3, 1.9, -1.9], [0.1, -2.8, 2.5], [-1.2, 0.3, 4.7], [0.2, -1.3, -1.3], [-0.1, 2.3, 2.0], [0.0, 0.5, -0.6], [-0.1, 0.9, -0.4], [0.9, -0.6, -3.0], [0.5, -0.4, -1.1], [-0.1, -0.9, -0.9]]}

=====

[6]
{"formula": "CH5FN2P", "method": "ωB97M-V/def2-TZVPD", "de_lowest_kj_mol": 271.1, "lumo_energy_ev": [-6.01, -7.09], "total_energy_ha": -591.4906, "orbital_gap_ev": [9.00, 6.08], "spin_multiplicity": 1, "total_charge": 1, "elements": ["C", "N", "N", "F", "P", "H", "H", "H", "H", "H"], "xyz": [[0.60627, 0.26360, -0.06765], [0.95817, -0.98404, 0.07253], [1.42589, 1.21433, -0.39839], [-3.03615, -0.51592, -0.72129], [-2.71361, 0.43223, 0.51544], [1.91895, -1.30378, -0.05817], [0.29316, -1.70750, 0.29143], [2.40960, 1.04087, -0.60406], [1.10056, 2.16386, -0.48606], [-2.96285, -0.60363, 1.45622]], "forces_ev_per_a": [[-1.1, -0.4, 0.3], [0.4, -0.4, 0.0], [0.2, 0.3, -0.1], [0.2, 0.6, 0.4], [0.6, -0.5, -0.9], [-0.2, 0.1, 0.0], [-0.1, 0.2, 0.0], [-0.2, 0.1, 0.0], [0.0, 0.0, 0.0], [0.3, 0.1, 0.2]]}